[1]
C3H8F2NO6STl | the ωB97M-V functional and the def2-TZVPD basis

XYZ file:
```
22
Properties=species:S:1:pos:R:3:nbo_charge:R:1
Tl 0.27380 -3.36547 -0.85040 1.335
F -1.63249 -5.29478 -1.71337 -0.506
F -1.19629 -1.39723 -2.21273 -0.572
N 1.11867 -2.84823 3.10487 0.710
O 0.92464 -3.36922 1.98634 -0.382
O 0.53183 -1.80339 3.36152 -0.325
O 1.86910 -3.38074 3.89485 -0.273
O 2.74714 1.30444 -0.80315 -0.900
S 1.38745 0.84692 -0.92509 2.384
O 1.12857 -0.56363 -0.76869 -0.998
O 0.39934 1.69892 0.03856 -0.711
C -0.82142 1.15468 0.51863 -0.078
C -1.74125 2.30671 0.97542 -0.634
C 0.83027 1.35819 -2.53828 -0.906
H -0.65756 0.46374 1.34388 0.194
H -1.30182 0.67785 -0.33950 0.204
H -1.23622 3.25172 1.15624 0.231
H -2.12552 1.91581 1.91991 0.217
H -2.61901 2.41831 0.34244 0.218
H 0.35350 2.32271 -2.35199 0.251
H 0.06550 0.72986 -2.98901 0.280
H 1.70178 1.57284 -3.15045 0.261
```

Output
Max |F| ... 2.68 eV Å⁻¹
Frontier orbital gap ... 3.173 eV
LUMO level ... -7.38 eV
Electronic energy ... -1395.2502 hartree
Spin multiplicity ... 1



[2]
C7H5F2NO2S2 | the ωB97M-V functional and the def2-TZVPD basis

XYZ file:
```
19
Properties=species:S:1:pos:R:3:nbo_charge:R:1
C -1.01065 -1.05361 0.29401 -0.332
C -2.37962 -1.10881 0.08143 -0.229
C -1.13212 1.36803 0.21300 -0.392
C -0.49224 0.17433 0.40990 0.184
C -3.13388 0.07161 0.16947 0.315
C -2.50858 1.28154 0.17530 0.336
C 1.92179 -0.16215 -2.62989 1.044
N 2.17424 0.67180 0.41897 -0.871
O 1.67551 0.96776 -2.73844 -0.547
O 2.02151 -1.28413 -2.51525 -0.490
F -4.46694 0.01215 0.04655 -0.303
F -3.35422 2.36938 0.01780 -0.321
S 2.73750 0.00719 1.81429 0.277
S 2.15053 2.23146 0.18724 0.341
H -0.42202 -2.02225 0.21182 0.240
H -2.82967 -1.92706 -0.28283 0.220
H -0.65268 2.39629 0.44988 0.255
H 3.27102 -1.11281 1.22069 0.118
H 1.74036 2.36491 -1.21603 0.156
```

Output
Max |F| ... 3.69 eV Å⁻¹
Frontier orbital gap (spin up / spin down) ... 7.729 / 8.321 eV
LUMO level (spin up / spin down) ... -0.28 / -0.65 eV
Energy relative to the best compared isomer or geometry (same formula, charge and spin) ... 3.334 eV
Electronic energy ... -1470.9178 hartree
Spin multiplicity ... 1



[3]
C32H44BrCl2IO12P | the ωB97M-V functional and the def2-TZVPD basis

XYZ file:
```
93
Properties=species:S:1:pos:R:3:lowdin_charge:R:1
C 2.34238 1.69254 3.42430 -0.151
O 2.80084 2.94459 2.87619 -0.256
C 3.19327 2.81695 1.49507 -0.259
C 3.91479 4.15045 0.94016 -0.155
C 2.88431 5.32388 0.55696 -0.206
C 2.97945 5.79940 -0.97138 -0.202
C 1.84715 5.02991 -1.80574 -0.242
C 0.44180 5.79504 -1.89012 -0.200
C -0.75793 4.73044 -2.15850 -0.203
C -0.56747 3.91006 -3.51215 -0.201
C -1.34212 2.51319 -3.58329 -0.137
C -1.30748 1.64245 -2.24884 -0.301
O -0.14117 1.67476 -1.39781 -0.383
P 0.33500 0.10136 -0.82404 0.491
C -0.70606 0.08913 0.77830 -0.278
C -1.51000 1.42283 1.08056 -0.766
O -2.75607 1.39252 0.89391 -0.114
I -0.67547 3.31325 1.73847 0.923
C 1.71148 0.15848 -2.19218 -0.594
Cl 2.34830 1.76378 -2.85154 0.595
C 2.32206 -0.98822 -2.76128 -0.707
C 3.47363 -0.82614 -3.84346 -0.192
Cl 1.83573 -2.67376 -2.28370 0.535
O -0.79283 -0.81268 -1.79993 -0.289
C -1.82628 0.12063 -2.25760 -0.285
C -2.82800 -0.37122 -3.39928 -0.147
C -4.29074 0.16266 -2.94819 -0.708
C -5.00840 -0.79170 -1.88177 -0.158
Br -5.53647 0.38087 -4.48924 0.571
H 1.23121 1.70300 3.71942 0.055
H 2.46996 0.83382 2.68305 0.086
H 2.92240 1.51112 4.39946 0.092
H 2.29983 2.64358 0.79011 0.073
H 3.85573 1.88411 1.36144 0.127
H 4.53760 4.54401 1.81954 0.108
H 4.62109 3.86281 0.09880 0.106
H 1.83163 4.92199 0.73631 0.055
H 3.03269 6.21098 1.27187 0.107
H 2.97388 6.92934 -1.11432 0.102
H 3.99116 5.41325 -1.36414 0.099
H 2.20757 4.77276 -2.86150 0.089
H 1.65870 4.03594 -1.26952 0.080
H 0.46804 6.60847 -2.68371 0.102
H 0.24975 6.32839 -0.88667 0.109
H -0.82309 4.10122 -1.21770 0.042
H -1.72040 5.35881 -2.23798 0.112
H 0.53128 3.76879 -3.81496 0.074
H -1.01239 4.56242 -4.35264 0.110
H -0.89171 1.91423 -4.45803 0.120
H -2.43293 2.72651 -3.81967 0.113
H -2.08860 2.15787 -1.56984 0.129
H 1.32213 0.83228 -0.03989 0.007
H 0.97696 -1.06205 -0.22652 0.003
H 0.01522 -0.06183 1.66312 0.080
H -1.37411 -0.84430 0.79122 0.072
H 3.15358 -0.20497 -4.75478 0.066
H 4.31981 -0.21586 -3.35786 0.064
H 3.93294 -1.82814 -4.13161 0.059
H -2.51796 0.11394 -1.32983 0.112
H -2.57431 0.17284 -4.36255 0.090
H -2.88388 -1.50067 -3.49455 0.126
H -4.16620 1.19729 -2.47831 0.092
H -5.29108 -0.20211 -0.93478 0.088
H -5.97578 -1.22801 -2.28348 0.050
H -4.25530 -1.57388 -1.54131 0.076
C -2.14672 -3.10961 4.62216 0.071
C -2.71835 -4.28258 4.89697 -0.230
C -3.64123 -4.94378 3.93105 -0.323
O -4.13005 -6.02694 4.21110 0.090
C -3.92922 -4.25284 2.67217 0.073
C -3.36034 -3.07575 2.39663 -0.213
C -2.41518 -2.42817 3.35127 -0.319
O -1.90022 -1.36704 3.06041 0.111
O -3.62044 -2.42226 1.23624 0.100
O -2.48195 -4.92791 6.07255 0.082
H -1.47331 -2.62116 5.31363 0.139
H -4.61449 -4.73490 1.98819 0.134
H -3.09134 -1.59913 1.27331 0.093
H -3.00788 -5.74892 6.02685 0.110
C 3.13974 -5.19783 1.46869 0.078
C 2.20438 -4.29210 1.76743 -0.217
C 0.82354 -4.70089 2.15677 -0.288
O 0.00214 -3.84878 2.44129 0.124
C 0.50978 -6.13295 2.17583 0.083
C 1.44410 -7.03625 1.87369 -0.223
C 2.83198 -6.62896 1.51140 -0.317
O 3.66299 -7.48568 1.25953 0.100
O 1.16966 -8.36761 1.88403 0.090
O 2.47292 -2.96372 1.72966 0.098
H 4.14506 -4.91533 1.18700 0.138
H -0.49988 -6.41576 2.44247 0.135
H 2.00547 -8.80568 1.63320 0.113
H 1.63977 -2.52084 1.98441 0.108
```

Output
Max |F| ... 5.60 eV Å⁻¹
Charge ... -1
Frontier orbital gap ... 5.585 eV
LUMO level ... 0.10 eV
Electronic energy ... -6281.9196 hartree
Spin multiplicity ... 1



[4]
C24H29N5O9P2SeTa | the ωB97M-V functional and the def2-TZVPD basis

XYZ file:
```
71
Properties=species:S:1:pos:R:3:lowdin_charge:R:1
Ta 0.16308 -0.78825 -0.51894 2.010
C 2.59574 -2.51035 2.40494 -0.080
C 3.39827 -1.33198 2.06473 -0.067
C 3.11461 -0.95908 0.80611 -0.121
C 2.01294 -1.81078 0.25749 -0.312
C 1.81485 -2.81478 1.35373 -0.156
H 2.67435 -3.07735 3.32434 0.109
H 4.14484 -0.88203 2.70535 0.103
H 3.61677 -0.18395 0.25551 0.097
H 2.23983 -2.31494 -0.68642 0.086
H 1.18871 -3.69030 1.26125 0.090
C -2.39334 -2.41684 3.29932 -0.024
C -1.78976 -1.90307 2.00100 -0.545
O -0.44713 -1.44307 2.09686 -0.118
P -2.74301 -0.56695 1.20771 0.568
O -3.31924 0.61416 2.06483 -0.063
O -4.08560 -1.24846 0.77208 -0.097
O -1.84534 -0.19653 0.02524 -0.383
P -1.73670 -3.18749 0.64888 0.470
O -1.04071 -4.42344 1.32963 -0.074
O -3.02897 -3.48251 -0.00192 -0.236
O -0.63343 -2.53869 -0.28303 -0.415
H -2.35607 -1.62927 4.05170 0.101
H -1.82632 -3.27598 3.65814 0.093
H -3.42828 -2.73006 3.15820 0.100
H 0.13852 -2.12030 2.48087 0.094
H -4.28811 0.55614 2.09241 0.122
H -3.93352 -2.11487 0.29443 0.061
H -1.44312 -5.27147 1.09003 0.124
C 0.41645 3.24082 3.60043 0.012
N 0.84284 2.60788 2.34599 -0.022
C 1.85069 3.16500 1.61506 -0.015
C 2.28076 2.64630 0.45153 0.045
C 1.63731 1.45152 0.03517 -0.519
O 1.89279 0.79063 -1.00317 -0.147
N 0.65322 0.87885 0.77613 0.040
C 0.16533 1.46153 1.93164 -0.473
O -0.75107 1.02193 2.59081 0.057
H 0.69894 4.28963 3.56267 0.094
H 0.88950 2.75944 4.45424 0.104
H -0.66016 3.15415 3.69423 0.094
H 2.28115 4.06152 2.04117 0.141
H 3.07209 3.08592 -0.13406 0.131
Se 0.28628 1.31706 -3.46841 1.340
N -0.55416 1.17142 -1.87067 -0.276
C -0.81047 2.43920 -1.48435 -0.336
C -1.53022 2.83692 -0.31270 -0.030
C -1.68971 4.15944 -0.05844 -0.050
C -1.17181 5.17869 -0.92482 -0.064
C -0.51998 4.84799 -2.06061 -0.010
C -0.33243 3.46260 -2.36897 -0.373
N 0.28572 3.05179 -3.47397 -0.196
H -1.95702 2.09764 0.34096 0.076
H -2.24630 4.46137 0.82105 0.113
H -1.33381 6.21915 -0.67579 0.110
H -0.14661 5.59319 -2.75064 0.122
C -1.94765 -1.60724 -2.92260 -0.048
C -0.50833 -1.59844 -3.33188 -0.409
C -0.00799 -1.82294 -4.56935 -0.073
C 1.41381 -1.74481 -4.49942 -0.069
C 1.77918 -1.46948 -3.22411 -0.371
C 3.18357 -1.35531 -2.72791 -0.037
N 0.59165 -1.36228 -2.44625 -0.171
H -2.54653 -1.71937 -3.82561 0.095
H -2.26580 -0.67640 -2.44448 0.055
H -2.20603 -2.43458 -2.26173 0.059
H -0.60891 -2.02880 -5.44263 0.117
H 2.11193 -1.89015 -5.31074 0.116
H 3.82817 -1.22142 -3.59628 0.092
H 3.52459 -2.26254 -2.22418 0.085
H 3.34516 -0.51532 -2.06176 0.053
```

Output
Max |F| ... 1.54 eV Å⁻¹
Charge ... +1
Frontier orbital gap ... 6.627 eV
LUMO level ... -3.76 eV
Energy relative to the best compared isomer or geometry (same formula, charge and spin) ... 0.000 eV
Electronic energy ... -5024.1733 hartree
Spin multiplicity ... 1



[5]
C14H28Cl2FNO6S | the ωB97M-V functional and the def2-TZVPD basis

XYZ file:
```
53
Properties=species:S:1:pos:R:3:nbo_charge:R:1
C 5.46142 1.50886 1.23879 -0.654
C 4.51634 2.45634 2.00056 -0.060
O 3.48967 1.78729 2.70510 -0.536
C 2.51333 1.19771 1.86247 -0.107
C 2.38501 -0.29113 2.20705 -0.092
O 2.14770 -1.14631 1.10173 -0.521
C 1.03928 -0.79606 0.30753 -0.093
C -0.26983 -0.71138 1.08248 -0.107
O -1.36384 -0.70666 0.17173 -0.527
C -1.68371 0.58552 -0.24231 0.077
N -2.52752 1.26559 0.76894 -0.722
C -3.92758 0.80353 0.91075 -0.051
Cl -4.42265 -0.33419 -0.35789 -0.018
C -4.20697 0.13162 2.26414 -0.213
C -3.26367 -1.02906 2.58155 -0.646
Cl -4.20727 1.31792 3.58234 -0.030
S -2.48156 2.91180 0.56672 2.534
O -2.90519 3.27014 -0.74568 -0.905
O -3.01279 3.56486 1.70448 -0.881
F -0.93893 3.09629 0.61733 -0.473
H 6.43877 1.46829 1.71333 0.214
H 5.04722 0.50513 1.18749 0.218
H 5.60854 1.87699 0.22376 0.209
H 4.09478 3.20414 1.32220 0.159
H 5.08699 3.00625 2.74669 0.190
H 2.76046 1.33084 0.80861 0.179
H 1.56577 1.70544 2.06652 0.178
H 1.64277 -0.44030 2.99716 0.164
H 3.34021 -0.59724 2.63036 0.204
H 1.20031 0.12750 -0.26163 0.158
H 0.91863 -1.58312 -0.43521 0.207
H -0.32533 0.14760 1.75548 0.180
H -0.37647 -1.60386 1.70133 0.199
H -2.11909 0.57973 -1.23787 0.213
H -0.75515 1.14991 -0.31976 0.193
H -4.59244 1.66166 0.82060 0.239
H -5.22217 -0.24911 2.18419 0.227
H -2.44480 -0.66860 3.19956 0.224
H -3.80788 -1.78720 3.13995 0.224
H -2.86721 -1.47951 1.67588 0.243
C -0.81404 -2.67518 -4.59163 -0.431
C 0.70619 -2.57196 -4.51069 -0.431
C 0.88761 -1.22449 -3.82638 -0.067
O -0.24522 -1.05169 -2.96967 -0.550
C -1.23725 -2.03672 -3.27648 -0.067
H -1.18138 -3.69415 -4.70120 0.219
H -1.18456 -2.08627 -5.43365 0.203
H 1.10297 -3.37127 -3.88074 0.203
H 1.20352 -2.62285 -5.47782 0.219
H 0.90401 -0.40545 -4.55311 0.167
H 1.79827 -1.17349 -3.22726 0.183
H -1.26165 -2.76982 -2.46344 0.169
H -2.21366 -1.55384 -3.33441 0.184
```

Output
Max |F| ... 0.99 eV Å⁻¹
Frontier orbital gap ... 10.163 eV
LUMO level ... 0.58 eV
Electronic energy ... -2474.7920 hartree
Spin multiplicity ... 1